Entry 1:
This record from the Open Molecules 2025 dataset describes a structure of composition BaClH12O10 in a non-equilibrium geometry. The level of theory is wB97M-V/def2-TZVPD.

## Properties
**Total energy**: -1244.89459 Ha
**Energy above the lowest of the compared OMol25 structures with the same formula, charge and spin**: 0.0 kJ/mol
**LUMO**: -3.97 eV
**Kohn-Sham gap**: 0.2871 Ha

ORCA input file:
```
! RIJCOSX wB97M-V def2-TZVPD def2/J DEFGRID3
* xyz 1 1
Ba 18.8730 13.1581 -9.1828
Cl 21.7519 15.7179 -7.8914
O 20.5757 14.8429 -7.9098
O 21.3466 16.8922 -6.9918
O 22.8772 14.9573 -7.2822
O 22.0394 16.2645 -9.2490
O 16.0982 13.1816 -8.9560
H 15.9021 13.8348 -8.3166
H 15.6716 12.4141 -8.6120
O 17.7277 14.2258 -11.6794
H 17.1521 14.9816 -11.6769
H 17.2121 13.5220 -12.0181
O 17.9183 14.3630 -6.8530
H 18.3252 14.1506 -6.0282
H 17.5881 15.2947 -6.7954
O 19.3406 11.6927 -11.3750
H 19.2372 10.7578 -11.5047
H 19.4462 12.0151 -12.2737
O 18.7938 15.9620 -9.7341
H 18.8053 16.3348 -10.6004
H 19.2059 16.6283 -9.1802
O 21.3026 11.5310 -9.0277
H 21.6355 11.4719 -9.8990
H 21.4811 10.6741 -8.7025
*
```

Entry 2:
This record from the Open Molecules 2025 dataset describes a structure of composition BaF24P4 in a non-equilibrium geometry. The level of theory is wB97M-V/def2-TZVPD.

## Properties
**<S²>**: 0.755
**Total energy**: -3788.58653 Ha
**Energy above the lowest of the compared OMol25 structures with the same formula, charge and spin**: 28.8 kJ/mol
**LUMO (alpha / beta)**: 1.59 / -7.09 eV
**Kohn-Sham gap (alpha / beta)**: 0.4256 / 0.0915 Ha

ORCA input file:
```
! RIJCOSX wB97M-V def2-TZVPD def2/J DEFGRID3
* xyz -1 2
Ba -12.3242 9.2141 -3.4515
P -14.1619 12.1489 -3.2836
F -12.8438 11.9749 -2.3971
F -15.0210 12.3668 -1.8955
F -13.8732 13.7460 -3.5648
F -15.4659 12.4797 -4.2279
F -13.3798 11.9784 -4.6841
F -14.6777 10.5768 -3.2581
P -12.4671 9.2860 0.0345
F -13.3131 10.6272 -0.0410
F -11.4972 9.8957 -1.0718
F -11.7547 9.9974 1.3017
F -11.5012 7.9833 0.2132
F -13.6223 8.4916 0.9575
F -13.2845 8.7071 -1.2073
P -9.1387 11.6774 -3.6355
F -8.6218 11.1029 -5.1279
F -9.3548 13.0724 -4.3810
F -10.7305 11.3635 -4.0009
F -9.5497 12.1061 -2.0885
F -9.0862 10.1581 -3.0830
F -7.6044 11.7563 -3.2305
P -9.9824 6.3327 -3.8280
F -11.4493 6.6461 -4.5491
F -9.4692 7.7803 -4.2946
F -10.5077 7.1287 -2.4517
F -8.4977 6.1594 -3.0858
F -10.4173 4.9515 -3.1052
F -9.3594 5.5809 -5.1057
*
```

Entry 3:
This record from the Open Molecules 2025 dataset describes a structure of composition BaH16O8. The level of theory is wB97M-V/def2-TZVPD.

## Properties
**Total energy**: -636.63511 Ha
**Energy above the lowest of the compared OMol25 structures with the same formula, charge and spin**: 14.1 kJ/mol
**LUMO**: -6.10 eV
**Kohn-Sham gap**: 0.4512 Ha

ORCA input file:
```
! RIJCOSX wB97M-V def2-TZVPD def2/J DEFGRID3
* xyz 2 1
Ba 0.0923 0.0139 -0.1552
O 2.4835 -1.0825 -1.2564
H 2.5609 -1.7128 -1.9870
H 3.2084 -1.3061 -0.6543
O 0.5175 -2.5346 0.8769
H 1.2641 -3.0422 1.2251
H -0.2612 -2.9404 1.2853
O -0.9981 -0.5213 2.4520
H -0.6933 -0.6894 3.3542
H -1.9650 -0.5565 2.5092
O -2.7094 0.4980 -0.5391
H -3.2547 0.0638 -1.2124
H -2.8271 1.4494 -0.6823
O -0.8558 -1.4730 -2.1708
H -1.1896 -2.3574 -1.9504
H -0.7088 -1.5011 -3.1286
O 0.4389 1.8993 -2.0208
H 1.2159 2.2723 -2.4672
H -0.2420 1.8380 -2.7094
O -0.9091 2.4354 1.1901
H -1.6682 2.9466 1.5047
H -0.2325 3.0999 0.9929
O 1.9919 0.8511 1.6351
H 2.7626 1.3465 1.3164
H 1.9789 1.0029 2.5918
*
```

Entry 4:
This record from the Open Molecules 2025 dataset describes a structure of composition BeH12O6 in a non-equilibrium geometry. The level of theory is wB97M-V/def2-TZVPD.

## Properties
**Total energy**: -472.90268 Ha
**Energy above the lowest of the compared OMol25 structures with the same formula, charge and spin**: 49.2 kJ/mol
**LUMO**: -7.57 eV
**Kohn-Sham gap**: 0.4511 Ha

ORCA input file:
```
! RIJCOSX wB97M-V def2-TZVPD def2/J DEFGRID3
* xyz 2 1
Be -15.3520 16.8290 -15.7050
O -15.0120 15.3250 -16.3890
H -14.2290 14.7260 -16.4170
H -15.4120 15.0860 -17.2380
O -16.5680 16.3950 -14.5150
H -16.4730 15.4710 -14.2770
H -17.4700 16.6250 -14.7460
O -14.2770 15.3530 -13.3760
H -13.4990 15.7170 -12.9480
H -13.9210 14.4710 -13.4240
O -17.7490 15.4920 -16.8760
H -17.5480 14.5360 -17.0720
H -18.0900 15.7370 -17.7210
O -15.8580 17.8340 -16.8750
H -15.2060 18.4870 -17.2360
H -16.5960 18.0900 -17.4550
O -14.1130 17.5710 -14.9820
H -14.1540 17.5800 -13.9980
H -13.2210 17.2340 -15.2170
*
```

Entry 5:
This record from the Open Molecules 2025 dataset describes a structure of composition BeH12O6 in a non-equilibrium geometry. The level of theory is wB97M-V/def2-TZVPD.

## Properties
**Total energy**: -472.92143 Ha
**Energy above the lowest of the compared OMol25 structures with the same formula, charge and spin**: 0.0 kJ/mol
**LUMO**: -7.40 eV
**Kohn-Sham gap**: 0.4405 Ha

ORCA input file:
```
! RIJCOSX wB97M-V def2-TZVPD def2/J DEFGRID3
* xyz 2 1
Be 0.3822 0.1575 -0.2631
O -0.7739 1.1970 0.2606
H -1.5573 1.2022 -0.2974
H -0.8839 1.8052 1.0067
O 0.1946 -1.4682 0.1078
H 0.0315 -2.1338 -0.6099
H 0.6728 -1.9230 0.8424
O -1.9675 -0.5712 -1.4870
H -2.6414 -1.1371 -1.1081
H -2.4740 0.1122 -1.9393
O 0.7392 0.2335 -1.9615
H 1.3476 -0.4279 -2.3310
H 0.9240 1.0444 -2.4416
O 0.1643 -0.1217 2.6847
H -0.2190 -1.0068 2.8450
H -0.4365 0.4102 3.2151
O 1.8954 0.6162 0.3948
H 2.1264 0.9090 1.2939
H 2.4756 1.1024 -0.2121
*
```

Entry 6:
This record from the Open Molecules 2025 dataset describes a structure of composition BeH16O8 in a non-equilibrium geometry. The level of theory is wB97M-V/def2-TZVPD.

## Properties
**Total energy**: -625.38197 Ha
**Energy above the lowest of the compared OMol25 structures with the same formula, charge and spin**: 786.1 kJ/mol
**LUMO**: -7.17 eV
**Kohn-Sham gap**: 0.4094 Ha

ORCA input file:
```
! RIJCOSX wB97M-V def2-TZVPD def2/J DEFGRID3
* xyz 2 1
Be 0.0164 -0.0828 -0.0187
O 0.9106 -1.5709 0.0512
H 0.5948 -2.4418 0.2922
H 1.7718 -1.7267 -0.3363
O -0.9483 -1.1967 -0.8906
H -1.7478 -0.9319 -1.3455
H -0.9160 -2.1475 -0.9958
O -1.4236 -0.3111 0.8942
H -1.3335 -0.9824 1.5706
H -2.0054 0.3430 1.2813
O 0.5099 -0.0830 1.6401
H 0.7485 -0.8371 2.1792
H 0.4434 0.6435 2.2597
O 1.5149 0.6444 -0.0353
H 2.2390 0.7332 0.5845
H 1.5740 1.4245 -0.5868
O 0.6392 0.1407 -1.7096
H 1.4725 -0.3073 -1.5645
H 0.4242 -0.0426 -2.6241
O -1.0666 0.8800 -0.9203
H -1.8075 1.3581 -0.5480
H -1.1511 1.0046 -1.8656
O -0.1694 1.4824 0.7185
H -0.5888 1.7412 1.5391
H 0.2990 2.2660 0.4308
*
```

Entry 7:
This record from the Open Molecules 2025 dataset describes a structure of composition BeH8O4 in a non-equilibrium geometry. The level of theory is wB97M-V/def2-TZVPD.

## Properties
**Total energy**: -319.99580 Ha
**Energy above the lowest of the compared OMol25 structures with the same formula, charge and spin**: 36.0 kJ/mol
**LUMO**: -8.23 eV
**Kohn-Sham gap**: 0.5387 Ha

ORCA input file:
```
! RIJCOSX wB97M-V def2-TZVPD def2/J DEFGRID3
* xyz 2 1
Be 20.2773 8.4242 -9.8054
O 19.0804 9.5764 -9.3570
H 19.2617 10.4188 -8.9774
H 18.1147 9.7392 -9.4767
O 19.7082 6.9519 -9.3669
H 19.4808 6.1995 -9.9285
H 19.6277 6.6729 -8.4400
O 21.7456 8.7817 -9.1112
H 21.9385 9.2352 -8.2623
H 22.3995 8.0798 -9.1468
O 20.3034 8.5768 -11.4395
H 20.1360 7.7103 -11.8505
H 19.7177 9.2220 -11.8768
*
```

Entry 8:
This record from the Open Molecules 2025 dataset describes a structure of composition BeH8O4 in a non-equilibrium geometry. The level of theory is wB97M-V/def2-TZVPD.

## Properties
**Total energy**: -320.00153 Ha
**Energy above the lowest of the compared OMol25 structures with the same formula, charge and spin**: 20.9 kJ/mol
**LUMO**: -8.17 eV
**Kohn-Sham gap**: 0.5447 Ha

ORCA input file:
```
! RIJCOSX wB97M-V def2-TZVPD def2/J DEFGRID3
* xyz 2 1
Be 5.8715 12.0528 -2.7646
O 5.0766 10.7568 -2.1854
H 5.3024 10.2218 -1.3940
H 4.7062 10.1799 -2.8656
O 4.9516 13.4413 -2.7259
H 4.1088 13.2653 -2.3000
H 4.9538 14.2974 -3.1337
O 5.8557 11.6546 -4.5549
H 6.3791 10.9415 -4.9635
H 5.8386 12.4032 -5.1712
O 7.4090 12.0512 -2.2515
H 8.1453 11.9790 -2.9052
H 7.7530 12.6279 -1.5826
*
```

Entry 9:
This record from the Open Molecules 2025 dataset describes a cluster of 2 separate species, Br2FH2PSi in total in a non-equilibrium geometry. The level of theory is wB97M-V/def2-TZVPD.

## Properties
**Total energy**: -5879.98182 Ha
**Energy above the lowest of the compared OMol25 structures with the same formula, charge and spin**: 272.0 kJ/mol
**LUMO**: -0.70 eV
**Kohn-Sham gap**: 0.3641 Ha

ORCA input file:
```
! RIJCOSX wB97M-V def2-TZVPD def2/J DEFGRID3
* xyz 0 1
F 0.1988 -1.8353 2.3574
Si 0.1134 0.4550 2.2672
P -0.2417 0.7293 0.1338
Br 1.8428 1.0478 3.4234
Br -1.5736 0.9172 3.6474
H -1.5143 0.4445 0.4051
H -0.0726 -0.5388 -0.5170
*
```

Entry 10:
This record from the Open Molecules 2025 dataset describes an isolated molecule of Br2H4OSi2 in a non-equilibrium geometry. The level of theory is wB97M-V/def2-TZVPD.

## Properties
**Structure (SMILES)**: [SiH3]O[SiH](Br)Br
**Total energy**: -5804.76767 Ha
**Energy above the lowest of the compared OMol25 structures with the same formula, charge and spin**: 90.4 kJ/mol
**LUMO**: 0.47 eV
**Kohn-Sham gap**: 0.4116 Ha

ORCA input file:
```
! RIJCOSX wB97M-V def2-TZVPD def2/J DEFGRID3
* xyz 0 1
Si -0.5358 -0.8586 1.4021
O 0.1470 0.3478 0.5268
Si 0.3591 0.9342 -1.2384
Br -0.0716 -0.7334 -2.6473
Br 2.3623 1.7048 -1.4602
H -0.4799 -2.1579 0.5314
H 0.4274 -0.6820 2.5334
H -1.7208 -0.5200 2.0286
H -0.4877 1.9650 -1.6764
*
```

Entry 11:
This record from the Open Molecules 2025 dataset describes a cluster of 2 separate species, Br2H4OSi2 in total in a non-equilibrium geometry. The level of theory is wB97M-V/def2-TZVPD.

## Properties
**Structure (SMILES)**: Br[SiH2]Br.O=[SiH2]
**Total energy**: -5804.68714 Ha
**Energy above the lowest of the compared OMol25 structures with the same formula, charge and spin**: 301.9 kJ/mol
**LUMO**: -0.45 eV
**Kohn-Sham gap**: 0.3702 Ha

ORCA input file:
```
! RIJCOSX wB97M-V def2-TZVPD def2/J DEFGRID3
* xyz 0 1
Br 2.5784 0.0426 2.9038
Si 0.5515 0.6485 2.2928
Br -0.6728 -1.2409 1.8831
H 0.7614 1.5853 1.0394
H -0.3948 1.2230 3.3153
O -0.6118 0.8784 -1.6807
Si -0.4144 -0.5852 -2.0739
H 0.7421 -0.8550 -3.0773
H -1.1590 -1.7325 -1.4629
*
```

Entry 12:
This record from the Open Molecules 2025 dataset describes a structure of composition Br2HNS in a non-equilibrium geometry. The level of theory is wB97M-V/def2-TZVPD.

## Properties
**Total energy**: -5601.50386 Ha
**Energy above the lowest of the compared OMol25 structures with the same formula, charge and spin**: 53.0 kJ/mol
**LUMO (alpha / beta)**: -2.23 / -2.70 eV
**Kohn-Sham gap (alpha / beta)**: 0.2854 / 0.2547 Ha

ORCA input file:
```
! RIJCOSX wB97M-V def2-TZVPD def2/J DEFGRID3
* xyz 0 1
N 1.2493 -0.2920 -0.4298
S -0.1470 0.2667 -0.8730
Br -0.7803 1.9226 0.3685
Br -1.7875 -1.6880 0.3537
H 1.4655 -0.2094 0.5805
*
```

Please write out number 6 again, unchanged.
This record from the Open Molecules 2025 dataset describes a structure of composition BeH16O8 in a non-equilibrium geometry. The level of theory is wB97M-V/def2-TZVPD.

## Properties
**Total energy**: -625.38197 Ha
**Energy above the lowest of the compared OMol25 structures with the same formula, charge and spin**: 786.1 kJ/mol
**LUMO**: -7.17 eV
**Kohn-Sham gap**: 0.4094 Ha

ORCA input file:
```
! RIJCOSX wB97M-V def2-TZVPD def2/J DEFGRID3
* xyz 2 1
Be 0.0164 -0.0828 -0.0187
O 0.9106 -1.5709 0.0512
H 0.5948 -2.4418 0.2922
H 1.7718 -1.7267 -0.3363
O -0.9483 -1.1967 -0.8906
H -1.7478 -0.9319 -1.3455
H -0.9160 -2.1475 -0.9958
O -1.4236 -0.3111 0.8942
H -1.3335 -0.9824 1.5706
H -2.0054 0.3430 1.2813
O 0.5099 -0.0830 1.6401
H 0.7485 -0.8371 2.1792
H 0.4434 0.6435 2.2597
O 1.5149 0.6444 -0.0353
H 2.2390 0.7332 0.5845
H 1.5740 1.4245 -0.5868
O 0.6392 0.1407 -1.7096
H 1.4725 -0.3073 -1.5645
H 0.4242 -0.0426 -2.6241
O -1.0666 0.8800 -0.9203
H -1.8075 1.3581 -0.5480
H -1.1511 1.0046 -1.8656
O -0.1694 1.4824 0.7185
H -0.5888 1.7412 1.5391
H 0.2990 2.2660 0.4308
*
```